Below is C24H45BiClN3O4Si as an isolated structure, with properties calculated with wB97M-V/def2-TZVPD.

```
! RIJCOSX wB97M-V def2-TZVPD def2/J DEFGRID3
* xyz 0 1
O 0.770 2.056 -0.065
C 2.102 2.420 -0.124
C 2.457 2.956 -1.535
C 1.700 2.617 -2.664
H 0.795 2.028 -2.518
C 2.086 3.072 -3.927
H 1.497 2.785 -4.801
C 3.221 3.883 -4.051
H 3.528 4.233 -5.034
C 3.985 4.216 -2.928
H 4.877 4.839 -3.014
C 3.602 3.740 -1.672
H 4.176 3.979 -0.774
H 2.323 3.259 0.581
C 2.985 0.953 1.830
C 3.035 1.278 0.361
H 3.932 0.478 2.127
H 2.189 0.227 2.072
H 2.794 1.860 2.427
C 3.751 0.583 -0.537
C 4.637 -0.560 -0.209
H 3.705 0.841 -1.596
H 5.666 -0.306 -0.470
H 4.365 -1.436 -0.799
H 4.615 -0.844 0.845
Bi -0.010 -0.195 -0.139
Cl 1.841 -1.980 0.405
C -0.931 -3.132 -0.087
O -1.347 -2.098 0.510
N -1.418 -4.339 0.161
C -2.455 -4.540 1.166
C -1.025 -5.457 -0.689
H -0.146 -3.079 -0.870
H -2.627 -3.585 1.657
H -2.123 -5.279 1.903
H -3.385 -4.879 0.693
H -0.341 -5.080 -1.456
H -1.880 -5.905 -1.208
H -0.490 -6.234 -0.133
H -2.516 4.242 -2.733
H -3.805 1.902 -3.170
C -1.706 3.544 -2.478
C -2.965 1.392 -2.684
N -2.242 2.347 -1.852
H -1.029 4.015 -1.755
C -2.127 2.204 -0.525
O -2.181 1.090 0.051
H -3.345 0.574 -2.069
H -1.956 3.136 0.043
H -1.145 3.291 -3.388
H -2.308 0.999 -3.469
H -1.214 0.094 5.390
H -2.066 2.663 5.132
C -0.289 0.526 4.993
C -1.149 2.831 4.556
N -0.598 1.587 4.045
H 0.270 -0.249 4.471
C -0.588 1.342 2.737
O -0.277 0.206 2.282
H -1.385 3.485 3.713
H -0.849 2.187 2.075
H 0.295 0.949 5.812
H -0.432 3.343 5.204
C 0.133 -3.296 -4.074
Si -0.970 -1.830 -3.647
C -1.512 -0.935 -5.217
C -2.568 -2.392 -2.813
C 0.174 -0.804 -2.557
H -0.402 -4.055 -4.659
H 0.542 -3.760 -3.165
H 0.972 -2.916 -4.678
H -1.933 -1.685 -5.907
H -2.284 -0.172 -5.041
H -0.656 -0.457 -5.717
H -2.396 -2.961 -1.891
H -3.232 -1.552 -2.565
H -3.105 -3.056 -3.509
H 1.140 -1.334 -2.400
H 0.415 0.178 -2.986
*
```

Results
Orbital gap = 0.2652 Ha
LUMO level = 0.54 eV

=====

Below is C24H45ClLuO4P2 as an isolated structure, with properties calculated with wB97M-V/def2-TZVPD.

```
! RIJCOSX wB97M-V def2-TZVPD def2/J DEFGRID3
* xyz 1 1
Lu 0.037 0.006 -0.232
C -1.758 1.553 0.125
C -2.170 0.670 -0.886
C -2.104 -0.588 1.083
C -1.476 0.765 1.442
C -2.349 -0.674 -0.281
C -1.739 3.043 -0.006
H -1.396 3.409 -0.993
H -1.119 3.580 0.729
H -2.761 3.448 0.109
C -1.868 1.583 2.674
H -1.508 2.628 2.646
H -1.075 1.235 3.354
H -2.804 1.311 3.211
C -2.199 -1.667 2.045
H -3.256 -1.773 2.335
H -1.667 -1.447 2.978
H -1.814 -2.652 1.736
C -3.096 -1.839 -0.830
H -4.150 -1.624 -0.609
H -2.848 -2.777 -0.314
H -2.997 -2.019 -1.914
C -2.897 1.147 -2.074
H -3.837 1.580 -1.681
H -3.134 0.363 -2.809
H -2.371 1.954 -2.615
C 1.580 0.447 -3.388
C 0.574 1.310 -3.540
C -0.029 1.603 -4.902
C -0.918 0.448 -5.485
C -1.011 -0.823 -4.663
C 0.027 -1.668 -4.562
C 1.357 -1.376 -5.233
C 2.225 -0.250 -4.579
H 0.767 1.838 -5.642
H -0.475 0.178 -6.465
H -0.652 2.521 -4.827
H 2.495 0.483 -5.369
H 1.969 0.104 -2.415
H 0.044 1.805 -2.706
H 3.177 -0.708 -4.237
H 1.941 -2.321 -5.259
H -0.055 -2.636 -4.045
H 1.167 -1.077 -6.284
H -1.941 0.838 -5.684
H -1.989 -1.034 -4.195
P 1.859 1.905 0.655
C 1.417 2.666 2.210
H 2.310 3.254 2.405
H 1.265 1.915 3.008
H 0.513 3.275 2.110
C 3.514 1.229 0.865
H 4.014 2.105 1.281
H 3.911 0.941 -0.116
H 3.496 0.380 1.559
C 1.993 3.349 -0.418
H 2.449 3.045 -1.365
H 2.638 3.969 0.208
H 1.004 3.797 -0.577
P 1.052 -2.519 -0.223
C -0.229 -3.722 -0.667
H 0.413 -4.517 -1.042
H -0.965 -3.375 -1.402
H -0.709 -4.003 0.280
C 2.695 -2.671 -0.977
H 2.580 -2.779 -2.064
H 3.057 -3.559 -0.454
H 3.314 -1.797 -0.722
C 1.415 -3.215 1.401
H 1.613 -4.242 1.065
H 0.542 -3.132 2.057
H 2.293 -2.712 1.815
O 1.102 -1.656 3.808
Cl 0.322 -0.396 4.167
O -1.098 -0.546 4.752
O 0.970 0.904 4.623
O 0.013 0.261 1.707
*
```

Results
Orbital gap = 0.1639 Ha
LUMO level = -4.25 eV

=====

Below is C24H45ErIP2 as an isolated structure, with properties calculated with wB97M-V/def2-TZVPD.

```
! RIJCOSX wB97M-V def2-TZVPD def2/J DEFGRID3
* xyz 1 4
Er -0.022 0.043 -0.107
C 1.676 -0.848 -1.661
C 1.104 0.302 -2.295
C 2.215 1.021 -0.392
C 2.380 -0.399 -0.498
C 1.426 1.464 -1.501
C 1.753 -2.215 -2.260
H 0.870 -2.446 -2.873
H 1.827 -2.997 -1.492
H 2.634 -2.308 -2.918
C 3.352 -1.208 0.286
H 3.270 -2.269 0.026
H 3.181 -1.109 1.366
H 4.380 -0.873 0.076
C 2.951 1.914 0.546
H 3.880 2.286 0.083
H 3.212 1.384 1.468
H 2.347 2.788 0.822
C 1.176 2.883 -1.871
H 1.955 3.261 -2.559
H 1.182 3.532 -0.986
H 0.204 3.005 -2.372
C 0.529 0.294 -3.659
H 1.301 0.232 -4.445
H -0.063 1.193 -3.835
H -0.142 -0.560 -3.797
C -2.986 -0.371 -1.283
C -2.273 -0.776 -2.356
C -2.741 -0.571 -3.762
C -2.695 0.872 -4.367
C -2.317 1.978 -3.428
C -3.066 2.333 -2.382
C -4.388 1.703 -2.075
C -4.329 0.281 -1.439
H -3.782 -0.916 -3.877
H -3.685 1.045 -4.829
H -2.131 -1.205 -4.425
H -4.988 -0.349 -2.062
H -2.744 -0.722 -0.267
H -1.430 -1.472 -2.236
H -4.800 0.352 -0.446
H -4.929 2.361 -1.375
H -2.783 3.167 -1.743
H -5.021 1.627 -2.977
H -1.966 0.866 -5.194
H -1.442 2.565 -3.710
P -0.668 -2.758 0.759
C 0.642 -3.868 1.417
H 0.166 -4.789 1.788
H 1.177 -3.380 2.242
H 1.363 -4.119 0.629
C -1.844 -2.895 2.167
H -1.865 -3.938 2.517
H -2.850 -2.598 1.846
H -1.525 -2.241 2.986
C -1.477 -3.878 -0.442
H -2.437 -3.456 -0.754
H -1.642 -4.864 0.010
H -0.848 -3.988 -1.332
P -1.184 2.291 1.468
C -1.217 3.903 0.586
H -1.987 4.564 1.009
H -1.423 3.727 -0.479
H -0.234 4.386 0.671
C -2.981 1.947 1.687
H -3.518 2.085 0.738
H -3.399 2.627 2.447
H -3.117 0.909 2.022
C -0.797 2.891 3.170
H -1.448 3.751 3.410
H 0.254 3.210 3.224
H -0.959 2.087 3.901
I 0.774 -0.354 2.710
*
```

Results
<S²> = 3.753
Orbital gap (spin up / spin down) = 0.3084 / 0.3135 Ha
LUMO level (spin up / spin down) = -2.64 / -2.52 eV

=====

| no. | M (g/mol) | electronic energy (a.u.) | largest force on an atom (eV Å⁻¹) |
| --- | --- | --- | --- |
| 1 | 712.16 | -2371.01924 | 2.7 |
| 2 | 669.99 | -3620.22944 | 6.4 |
| 3 | 689.74 | -2936.81648 | 2.6 |